Record 1
Density functional theory data (wB97M-V/def2-TZVPD) for a molecular structure, C24H26BClF4IN4PPd.

XYZ file:
```
63
Properties=species:S:1:pos:R:3
Pd -0.41149 1.43818 -0.87807
Cl -0.67309 1.53417 1.70449
C 0.97904 1.69773 2.22242
C 1.15947 1.98470 3.57020
C 2.43821 2.08896 4.09032
C 3.52660 1.89770 3.25219
C 3.32865 1.62457 1.90829
C 2.05290 1.53221 1.33925
P 1.73750 1.27570 -0.48082
C 3.51814 1.34942 -1.03580
C 4.06136 2.63319 -1.15744
C 5.33040 2.83963 -1.67029
C 6.08444 1.75920 -2.11437
C 5.55406 0.48175 -2.02163
C 4.28733 0.27793 -1.48607
C 1.59883 -0.57655 -0.49924
C 1.70658 -1.39162 0.62746
C 1.58351 -2.77288 0.52491
C 1.36565 -3.36797 -0.70820
C 1.25417 -2.56651 -1.83947
C 1.35835 -1.18800 -1.73683
H 0.28350 2.12269 4.18972
H 2.57895 2.31207 5.14106
H 4.53623 1.95537 3.64227
H 4.19725 1.47721 1.28045
H 3.46480 3.48483 -0.84538
H 5.72383 3.84692 -1.74550
H 7.06903 1.91530 -2.53939
H 6.12800 -0.37030 -2.36859
H 3.90464 -0.73118 -1.41007
H 1.88562 -0.94836 1.59980
H 1.65384 -3.38341 1.41823
H 1.26164 -4.44400 -0.78481
H 1.06057 -3.01181 -2.80862
H 1.21833 -0.56902 -2.61702
C -1.81970 -1.73690 0.14496
N -2.78292 -2.84594 0.29657
C -3.83467 -2.39609 1.21464
N -4.51570 -1.18905 0.75974
C -3.50494 -0.12357 0.59838
N -2.45733 -0.52536 -0.34265
C -3.07066 -0.79739 -1.63989
N -4.07602 -1.87496 -1.53872
C -3.40476 -3.06314 -1.01551
C -5.08528 -1.45759 -0.56130
H -1.04245 -2.03950 -0.55808
H -1.35342 -1.53341 1.11226
H -3.38317 -2.19853 2.19080
H -4.57047 -3.20110 1.32385
H -3.05722 0.07801 1.57344
H -3.98774 0.78648 0.24899
H -2.29642 -1.08412 -2.35295
H -3.54034 0.11451 -2.00885
H -2.62740 -3.36626 -1.72169
H -4.13638 -3.87386 -0.92446
H -5.83402 -2.25275 -0.46818
H -5.57093 -0.54898 -0.92103
I -0.78744 1.33585 -3.78664
F -4.88760 2.73814 -0.26437
B -4.00613 3.52244 0.51781
F -3.89885 2.93461 1.80171
F -4.53336 4.82459 0.64276
F -2.74155 3.56604 -0.08510
```

Summary:
E: -2800.94637 Eh
Charge: -2
Energy relative to the best compared isomer or geometry (same formula, charge and spin): 8.9 kcal/mol
HOMO level: -0.697 eV
Orbital gap: 5.0222 eV

=====

Record 2
Density functional theory data (wB97M-V/def2-TZVPD) for C5H10O in the gas phase.

XYZ file:
```
16
Properties=species:S:1:pos:R:3
C 1.83389 -0.80288 0.11795
O 1.55349 0.12598 -0.87915
C 0.19891 0.33822 -1.01006
C -1.14449 -0.27702 -1.25681
C -0.76878 -0.14864 0.18358
C -0.92213 0.83966 1.32010
H 1.39441 -1.74634 -0.19856
H 2.91213 -0.85851 0.20611
H 1.38922 -0.51423 1.08012
H 0.17555 1.29070 -1.56551
H -1.36505 -1.25553 -1.64865
H -1.73471 0.55246 -1.61837
H -0.74883 -1.18041 0.59177
H -1.76683 1.52278 1.26613
H -0.92897 0.34494 2.30107
H 0.01019 1.40759 1.28982
```

Summary:
E: -271.61701 Eh
Energy relative to the best compared isomer or geometry (same formula, charge and spin): 85.1 kcal/mol
HOMO level: -8.254 eV
SMILES: CO[C@H]1C[C@@H]1C
Orbital gap: 9.3126 eV

=====

Record 3
Density functional theory data (wB97M-V/def2-TZVPD) for a molecular structure, C3H10N4.

XYZ file:
```
17
Properties=species:S:1:pos:R:3
C -0.63731 0.29255 0.17803
C 0.44397 0.70520 -0.79641
C -0.08065 -0.98632 0.54776
N -0.40415 0.49499 1.59487
N 1.40607 1.50542 -0.39601
N 0.19912 0.36604 -2.06077
N -0.68679 -2.17061 0.69226
H -1.56745 0.71321 -0.19912
H 0.96111 -1.17372 0.60020
H 0.28852 1.09576 2.05592
H 1.40194 1.87706 0.58466
H 2.11863 1.87402 -1.03658
H -0.59641 -0.21555 -2.17342
H 1.01946 0.03834 -2.70973
H -1.10954 0.19695 2.16642
H -1.68236 -2.24227 0.60011
H -0.31247 -3.12028 0.95764
```

Summary:
E: -338.64085 Eh
Charge: +2
Energy relative to the best compared isomer or geometry (same formula, charge and spin): 46.5 kcal/mol
HOMO level: -19.410 eV
Orbital gap: 11.0633 eV

=====

Record 4
Density functional theory data (wB97M-V/def2-TZVPD) for 5 unconnected molecules or ions with the total composition C32H68BrN7O6P.

XYZ file:
```
115
Properties=species:S:1:pos:R:3
C -4.07476 -5.21635 9.44912
C -5.00922 -4.09932 8.97988
C -4.98160 -3.78960 7.46057
C -4.19378 -4.75342 6.57449
C -4.61189 -4.63834 5.09252
C -3.83808 -3.51895 4.36630
C -2.68778 -4.08358 3.52832
C -1.73355 -2.97034 3.04225
C -1.80729 -2.73258 1.53348
C -0.63355 -1.88956 1.03483
C -0.70456 -1.58156 -0.47298
C -1.04078 -0.11606 -0.77570
C -0.51050 0.39622 -2.12835
C 0.20210 1.74922 -1.98437
C 0.19969 2.52952 -3.29021
N 1.25245 3.61526 -3.24003
C 0.69010 5.00353 -3.22316
C 1.84059 5.92099 -2.88601
N 2.80785 5.91903 -3.96978
C 3.29684 4.60416 -4.33973
N 3.94153 4.74123 -5.64792
C 4.10834 3.76898 -6.36290
O 4.30246 2.85169 -7.03483
P 4.74113 4.28903 -3.07847
O 5.99800 3.76577 -3.96458
Br 4.16605 2.41290 -1.96852
C 2.20162 3.54395 -4.38330
H -3.95542 -5.16707 10.53040
H -4.46188 -6.19901 9.19530
H -3.07732 -5.09248 9.03194
H -4.73117 -3.19616 9.52096
H -6.02443 -4.35316 9.27785
H -4.56654 -2.79062 7.31984
H -6.00912 -3.72769 7.10380
H -4.33498 -5.78678 6.88344
H -3.13380 -4.50361 6.63358
H -4.44907 -5.59198 4.59465
H -5.67426 -4.40019 5.06399
H -4.51637 -2.95572 3.72297
H -3.44027 -2.82641 5.10974
H -2.13326 -4.76356 4.17699
H -3.09939 -4.60949 2.67405
H -1.98535 -2.04671 3.56701
H -0.69964 -3.20021 3.30960
H -2.71227 -2.15282 1.33184
H -1.85882 -3.68633 1.01203
H -0.63284 -0.96481 1.61597
H 0.30297 -2.39923 1.27169
H 0.24333 -1.84147 -0.94511
H -1.48417 -2.20549 -0.90934
H -2.11645 0.04355 -0.72889
H -0.60664 0.49608 0.01623
H 0.22182 -0.31438 -2.51145
H -1.31380 0.47145 -2.85967
H -0.32847 2.34276 -1.23919
H 1.22649 1.56591 -1.66081
H -0.76053 3.00901 -3.47192
H 0.39292 1.87891 -4.14051
H 1.74049 3.52156 -2.34689
H 0.26471 5.22349 -4.19647
H -0.05227 5.07373 -2.43353
H 2.28206 5.61169 -1.92533
H 1.44709 6.91997 -2.72395
H 3.59449 6.50550 -3.70182
H 5.93757 2.81776 -4.14763
H 2.63309 2.54405 -4.37587
H 1.60058 3.62357 -5.28825
C 6.34328 6.40160 -0.70890
C 5.31739 7.51100 -0.69583
O 4.24030 7.37265 -1.27716
N 5.60919 8.65182 -0.04062
C 6.82106 8.98141 0.68891
H 5.86340 5.62322 -1.29249
H 7.26791 6.71769 -1.19225
H 6.56636 6.04296 0.29608
H 4.87616 9.34323 -0.08083
H 6.58609 9.19496 1.73175
H 7.29450 9.86141 0.25343
H 7.52333 8.15592 0.65310
C -3.29059 -8.38140 1.68080
C -2.35721 -7.25017 1.32023
O -2.77113 -6.12191 1.08294
N -1.03231 -7.51727 1.27286
C -0.35332 -8.77324 1.51931
H -4.30707 -8.00085 1.67692
H -3.21391 -9.19285 0.95659
H -3.06173 -8.77014 2.67369
H -0.46405 -6.71870 1.02381
H 0.35051 -8.66570 2.34591
H 0.20545 -9.07796 0.63360
H -1.06638 -9.55212 1.76858
C 3.89635 -5.45209 0.82410
C 2.53650 -5.12353 0.25656
O 1.65263 -5.95688 0.15602
N 2.31141 -3.84359 -0.14616
C 3.21478 -2.71356 -0.10463
H 3.90804 -6.50266 1.09493
H 4.67908 -5.26880 0.08730
H 4.09905 -4.85533 1.71406
H 1.38322 -3.69935 -0.51268
H 2.79549 -1.91590 0.51430
H 3.38031 -2.32109 -1.11077
H 4.17229 -3.00579 0.31260
C -2.10699 5.19940 -6.80865
C -2.89999 5.27546 -5.52408
O -2.70232 4.50082 -4.59269
N -3.84915 6.23081 -5.43363
C -4.22835 7.22406 -6.42472
H -1.39605 4.38236 -6.72655
H -2.76176 5.00629 -7.65788
H -1.56397 6.12832 -6.98698
H -4.34543 6.22495 -4.55585
H -4.08893 8.22797 -6.02334
H -5.27696 7.10256 -6.69591
H -3.62524 7.12150 -7.31972
```

Summary:
E: -5010.06771 Eh
Charge: +1
HOMO level: -10.270 eV
Orbital gap: 7.7513 eV